No. 1
13 unconnected molecules or ions with the total composition C31H26Cl50F3N3O4P2S at a distorted geometry, computed with ωB97M-V/def2-TZVPD.

Structure (ORCA input):
```
! wB97M-V def2-TZVPD RIJCOSX def2/J DEFGRID3
* xyz 0 1
C 7.4154 0.2352 0.5057
C 8.5453 -0.6079 -0.0868
O 8.1590 -1.9672 -0.2158
C 7.5965 -2.2352 -1.4938
C 6.9601 -3.6068 -1.4732
C 6.6657 -4.0702 -2.9102
C 5.5629 -3.2403 -3.5993
C 4.1639 -3.9377 -3.5289
C 3.2213 -3.1701 -2.6521
C 2.6285 -1.9833 -3.0178
S 2.8479 -1.1075 -4.5513
O 1.6931 -0.2676 -4.7133
O 4.0860 -0.3864 -4.5572
C 2.7597 -2.2488 -6.0314
F 3.9804 -2.6451 -6.3704
F 2.2950 -1.5080 -7.0240
F 1.9548 -3.2687 -5.8296
C 1.7641 -1.3035 -2.1277
C 1.4899 -1.7876 -0.8769
C 0.6050 -1.0489 0.1012
C -0.4560 -0.1267 -0.4914
C -1.2999 -0.7233 -1.6180
Cl 0.2152 1.4836 -0.9343
C 2.0911 -3.0078 -0.4622
N 1.8374 -3.4629 0.8007
C 2.4638 -4.5649 1.1241
P 2.1495 -5.1265 2.8506
N 3.4004 -5.2333 3.7869
C 3.3235 -5.2754 0.2308
P 4.3165 -6.8221 0.5178
O 5.4445 -6.2260 1.5204
Cl 3.1074 -8.0855 1.6329
N 3.5462 -4.8456 -0.9782
C 2.9419 -3.6812 -1.3473
H 6.7378 0.5464 -0.2858
H 6.8485 -0.3895 1.1932
H 7.7834 1.0955 1.0577
H 8.8067 -0.1731 -1.0558
H 9.4522 -0.5849 0.5047
H 6.8398 -1.4701 -1.6916
H 8.3585 -2.1522 -2.2746
H 6.0267 -3.6049 -0.9137
H 7.6835 -4.2970 -1.0431
H 6.4231 -5.1300 -2.9490
H 7.5746 -3.9259 -3.4966
H 5.4910 -2.2471 -3.1691
H 5.8568 -3.1431 -4.6398
H 4.3316 -4.9377 -3.1538
H 3.7896 -4.0548 -4.5375
H 1.3200 -0.3813 -2.4627
H 1.2509 -0.4425 0.7366
H 0.0836 -1.7624 0.7310
H -1.1418 0.0952 0.3203
H -0.9333 -0.3693 -2.5797
H -1.2159 -1.8078 -1.6298
H -2.3363 -0.4148 -1.5433
H 1.3840 -6.3021 2.7241
H 1.2393 -4.1816 3.3652
H 4.2622 -5.0167 3.2998
H 6.1912 -6.8344 1.5598
C 1.5895 -9.7254 5.3214
Cl 2.9794 -10.5614 6.0189
Cl 0.2158 -9.8424 6.4271
Cl 1.9959 -8.0298 5.0569
Cl 1.1657 -10.4772 3.7771
C -1.6881 4.1502 1.3357
Cl -2.4747 5.5334 2.1306
Cl -0.1706 3.7802 2.1661
Cl -2.7265 2.7229 1.3932
Cl -1.3469 4.5574 -0.3427
C 1.1350 -5.3760 -9.0033
Cl -0.5024 -6.0241 -8.8690
Cl 2.2083 -6.2564 -7.9065
Cl 1.7090 -5.5633 -10.6627
Cl 1.1316 -3.6665 -8.5663
C -7.1310 4.4068 2.3558
Cl -8.0161 5.8878 2.7337
Cl -7.7730 3.6955 0.8721
Cl -5.4207 4.7920 2.1454
Cl -7.3115 3.2573 3.6879
C 0.4737 7.9149 4.4744
Cl -0.7623 7.2998 5.5807
Cl 2.0715 7.4297 5.0497
Cl 0.1967 7.2420 2.8683
Cl 0.3795 9.6777 4.4061
C -10.4834 1.5196 -1.5158
Cl -9.8379 2.9056 -2.3951
Cl -11.4666 2.0947 -0.1635
Cl -11.4847 0.5472 -2.5991
Cl -9.1504 0.5399 -0.8982
C -8.5552 10.0054 3.4356
Cl -9.7287 9.6301 4.7017
Cl -6.9926 9.3010 3.8581
Cl -9.1094 9.3279 1.8991
Cl -8.3918 11.7574 3.2819
C -12.3542 6.0518 -3.7788
Cl -13.2238 7.5341 -3.3620
Cl -13.0178 5.3807 -5.2744
Cl -10.6408 6.4215 -4.0157
Cl -12.5124 4.8796 -2.4712
C -5.6700 7.2643 7.4899
Cl -6.5555 8.7414 7.8830
Cl -6.3479 6.5479 6.0270
Cl -3.9670 7.6559 7.2181
Cl -5.8058 6.1198 8.8284
C -16.7098 3.5385 -3.6826
Cl -15.8082 5.0523 -3.6200
Cl -15.6412 2.2080 -3.2183
Cl -18.0782 3.6117 -2.5672
Cl -17.3025 3.2717 -5.3258
C 9.7793 -0.7869 4.3832
Cl 8.6195 -0.5930 5.7021
Cl 10.5440 0.7710 4.0399
Cl 11.0169 -1.9568 4.8543
Cl 8.9441 -1.3569 2.9388
C 3.6863 2.5863 4.3311
Cl 3.6216 1.0718 5.2359
Cl 3.9631 3.9278 5.4452
Cl 4.9994 2.5144 3.1529
Cl 2.1500 2.8287 3.4840
*
```

Calculated values
Calculated total energy = -26051.98243 a.u.
F_max = 2.26 eV Å⁻¹
Frontier orbital gap = 7.517 eV
HOMO = -8.994 eV



No. 2
A molecular structure, C5H12O, computed with ωB97M-V/def2-TZVPD.

Structure (ORCA input):
```
! wB97M-V def2-TZVPD RIJCOSX def2/J DEFGRID3
* xyz 0 1
C 2.0847 -0.1942 -0.6843
C 0.8788 -0.5720 0.1894
C -0.1667 0.4593 -0.1468
C -1.9567 -0.7758 0.5864
C -0.2582 1.6708 0.5768
O -0.6038 0.5066 -1.4106
H 1.7807 -0.1473 -1.7347
H 2.8821 -0.9334 -0.5887
H 2.4754 0.7911 -0.4118
H 1.1211 -0.5121 1.2546
H 0.5470 -1.5906 -0.0237
H -2.0689 -1.1073 1.6273
H -1.5582 -1.6475 0.0421
H -2.9563 -0.5908 0.1677
H 0.2982 1.7228 1.5070
H -1.2969 0.7386 0.7444
H -0.3791 2.5774 -0.0064
H -0.8232 -0.3955 -1.6886
*
```

Calculated values
Calculated total energy = -272.76380 a.u.
F_max = 0.52 eV Å⁻¹
Frontier orbital gap = 7.754 eV
HOMO = -7.035 eV
Energy relative to the best compared isomer or geometry (same formula, charge and spin) = 116.0 kcal/mol



No. 3
A molecular structure, C23H13AuN4O4, computed with ωB97M-V/def2-TZVPD.

Structure (ORCA input):
```
! wB97M-V def2-TZVPD RIJCOSX def2/J DEFGRID3
* xyz 0 3
Au 2.2611 0.4649 -0.1722
O 5.6983 1.7999 1.6124
C 4.6282 1.3374 1.2818
O 3.9305 1.7057 0.2497
C 4.0123 0.2425 2.1448
C 4.5946 -0.1566 3.3260
C 3.9350 -1.1066 4.0974
C 2.7120 -1.5996 3.6796
C 2.1630 -1.1373 2.4910
N 2.8402 -0.2673 1.7423
C 0.7787 -1.5852 2.0150
O 0.6482 -2.8240 1.9118
O -0.0234 -0.6751 1.7432
H 5.5353 0.2903 3.6120
H 4.3701 -1.4507 5.0271
H 2.1634 -2.3349 4.2507
N -7.7562 0.5092 -0.8338
C -6.6127 0.4677 -0.9360
C -5.1790 0.4177 -1.0642
C -4.5915 0.6258 -2.3098
C -3.2134 0.5812 -2.4320
C -2.4241 0.3264 -1.3156
C -3.0141 0.1006 -0.0722
C -4.3906 0.1538 0.0546
C -0.9396 0.2597 -1.3915
C -0.2276 1.3916 -1.7429
C -0.7690 2.6472 -2.2197
C 0.2843 3.4482 -2.5054
C 1.4661 2.6980 -2.1620
N 1.1717 1.4968 -1.7330
C -0.3747 -0.9891 -1.0612
C -1.0719 -2.2401 -0.9826
C -0.1425 -3.1792 -0.7000
C 1.1292 -2.4748 -0.5877
N 0.9849 -1.1984 -0.8250
H -5.2159 0.8158 -3.1723
H -2.7490 0.7302 -3.3989
H -2.3761 -0.1244 0.7777
H -4.8605 -0.0123 1.0144
H -1.8172 2.8680 -2.3326
H 0.2710 4.4537 -2.8921
H 2.4931 3.0367 -2.1839
H -2.1307 -2.3730 -1.1254
H -0.2791 -4.2353 -0.5404
H 2.0877 -2.9050 -0.3389
*
```

Calculated values
Calculated total energy = -1539.87656 a.u.
F_max = 0.51 eV Å⁻¹
Frontier orbital gap (spin up / spin down) = 6.636 / 6.002 eV
HOMO (spin up / spin down) = -8.310 / -9.199 eV



No. 4
A molecular structure, C18H28N3ReSbSe4Te at a distorted geometry, computed with ωB97M-V/def2-TZVPD.

Structure (ORCA input):
```
! wB97M-V def2-TZVPD RIJCOSX def2/J DEFGRID3
* xyz 2 2
Re 0.1180 0.8487 0.0072
C 4.8082 -0.5306 -1.9335
C 4.3504 0.2822 -0.7285
C 4.8002 1.7329 -0.8624
C 4.8670 -0.3418 0.5660
N 2.8556 0.2380 -0.8047
N 2.2124 1.0052 0.2340
H 5.8953 -0.5899 -1.9470
H 4.4702 -0.0709 -2.8614
H 4.4232 -1.5524 -1.8897
H 5.8746 1.7649 -1.0375
H 4.6215 2.3190 0.0437
H 4.3097 2.2132 -1.7108
H 5.9558 -0.3088 0.5827
H 4.5711 -1.3903 0.6470
H 4.5377 0.1916 1.4638
H 2.5353 -0.7217 -0.7125
H 2.4556 1.9795 0.0070
H 2.5944 0.8492 1.1748
Se -0.9536 6.3999 0.7936
Sb 0.5764 6.2645 -0.9913
Se 0.1478 7.5283 -2.9170
Se 1.7638 4.1526 -1.5239
Se -0.2438 2.8866 -0.8064
C -3.4382 0.9374 0.8565
Te -1.6552 1.1624 2.0387
C -2.0563 -0.8407 2.6885
C -3.5396 -1.0027 2.4479
C -4.2389 -2.0228 3.0845
C -5.5880 -2.1993 2.8279
C -6.2459 -1.3562 1.9407
C -5.5552 -0.3360 1.3094
C -4.1984 -0.1583 1.5596
H -3.1707 0.6961 -0.1713
H -3.9541 1.8956 0.8820
H -1.7767 -0.8999 3.7384
H -1.4714 -1.5483 2.1058
H -3.7310 -2.6745 3.7845
H -6.1308 -2.9889 3.3289
H -7.3021 -1.4872 1.7506
H -6.0724 0.3280 0.6280
C 0.7857 -2.0903 0.8881
C 0.0082 -2.0014 -0.3889
C -0.4635 -2.9463 -1.2198
C -1.1104 -2.2862 -2.3416
C -1.0296 -0.9543 -2.1740
C -1.4824 0.1631 -3.0461
N -0.3402 -0.7265 -0.9393
H 0.4799 -2.9623 1.4650
H 0.6253 -1.2196 1.5449
H 1.8631 -2.1804 0.7295
H -0.3727 -4.0126 -1.0824
H -1.5746 -2.7836 -3.1780
H -2.0404 -0.2433 -3.8862
H -0.6355 0.7252 -3.4450
H -2.1347 0.8638 -2.5198
*
```

Calculated values
Calculated total energy = -11058.57465 a.u.
F_max = 2.82 eV Å⁻¹
Frontier orbital gap (spin up / spin down) = 5.214 / 4.723 eV
HOMO (spin up / spin down) = -13.186 / -13.210 eV
Energy relative to the best compared isomer or geometry (same formula, charge and spin) = 66.6 kcal/mol



No. 5
A molecular structure, CBr2Cl2FOP at a distorted geometry, computed with ωB97M-V/def2-TZVPD.

Structure (ORCA input):
```
! wB97M-V def2-TZVPD RIJCOSX def2/J DEFGRID3
* xyz 0 1
C 1.1170 -0.1812 0.3723
O -1.1596 0.3038 -1.0933
F 1.1199 -1.4489 0.0514
P -0.6035 0.3614 0.3106
Cl -1.4847 -0.9224 1.5769
Cl -0.9291 2.1241 1.1581
Br 1.8713 2.5517 -3.2475
Br 2.1946 0.9085 -0.7915
*
```

Calculated values
Calculated total energy = -6622.94193 a.u.
F_max = 3.85 eV Å⁻¹
Frontier orbital gap (spin up / spin down) = 6.855 / 8.746 eV
HOMO (spin up / spin down) = -10.217 / -10.980 eV
Energy relative to the best compared isomer or geometry (same formula, charge and spin) = 60.6 kcal/mol



No. 6
A molecular structure, C49H53BN3OS4Sc at a distorted geometry, computed with ωB97M-V/def2-TZVPD.

Structure (ORCA input):
```
! wB97M-V def2-TZVPD RIJCOSX def2/J DEFGRID3
* xyz 0 1
Sc -1.1612 -0.4356 -0.2031
C -1.4683 -2.9684 -2.9231
C -2.1259 -3.0791 -1.6088
C -3.1639 -4.0309 -1.4932
C -3.6017 -4.4622 -0.2586
C -3.1363 -3.8832 0.9506
C -3.5676 -4.1537 2.2609
C -2.8662 -3.6582 3.3795
C -1.7687 -2.8196 3.1846
C -1.3857 -2.3524 1.9080
S -0.0694 -1.1842 1.8608
C -2.0444 -2.9268 0.7579
N -1.7411 -2.3916 -0.4822
H -1.5966 -3.9467 -3.4258
H -0.4301 -2.6714 -2.7995
H -1.9949 -2.2204 -3.5916
H -3.5146 -4.5376 -2.4367
H -4.3492 -5.2566 -0.2359
H -4.4631 -4.7649 2.3554
H -3.0867 -3.9307 4.4293
H -1.1256 -2.4681 3.9436
O -2.7232 0.5330 0.1470
C -3.7944 1.4336 0.6949
C -3.8447 2.7655 -0.0150
C -2.8791 3.7208 -0.2059
C -3.3402 4.8866 -0.8864
C -4.6698 4.8244 -1.1031
S -5.3556 3.4083 -0.5009
C -5.1374 0.6445 0.6807
C -6.3448 1.1037 1.2161
C -7.4462 0.3367 0.8031
C -7.0291 -0.6882 0.0153
S -5.3487 -0.8056 -0.2475
C -3.5385 1.5690 2.2059
C -3.5760 0.4922 3.0219
C -3.2612 0.8254 4.3198
C -2.8777 2.1113 4.4942
S -3.1656 3.0435 3.0797
H -1.8273 3.5828 0.0785
H -2.7218 5.6703 -1.2297
H -5.3178 5.5008 -1.6337
H -6.3772 1.9392 1.9971
H -8.5180 0.5297 1.1459
H -7.7255 -1.3967 -0.4982
H -3.9404 -0.4932 2.7354
H -3.3058 0.1396 5.1298
H -2.5924 2.6183 5.3983
C 4.1101 -2.6450 2.0204
C 4.7785 -1.2682 2.1190
C 6.0802 -1.3456 2.9073
C 3.8375 -0.2917 2.6967
C 3.5855 -0.2469 4.0882
C 2.9612 0.8397 4.6252
C 2.4363 1.8826 3.8397
C 2.4711 1.7833 2.4783
C 1.8070 2.8856 1.6367
C 2.7621 3.9245 1.1023
C 0.6809 3.6571 2.3383
C 3.1795 0.7071 1.8823
N 3.0644 0.5978 0.4325
B 1.9295 0.4221 -0.4619
N 2.4508 0.3870 -1.8024
C 3.8225 0.6557 -1.6897
C 4.1768 0.7270 -0.3883
C 1.8117 -0.0989 -2.9985
C 2.5201 -0.9969 -3.8311
C 1.9900 -1.1751 -5.1220
C 0.8807 -0.5253 -5.5682
C 0.1573 0.3139 -4.7242
C 0.6508 0.5847 -3.4105
C -0.1845 1.4002 -2.4929
C 0.2584 2.8371 -2.3079
C -1.7081 1.2386 -2.9035
C 3.6758 -1.8924 -3.3720
C 3.3634 -3.4290 -3.1670
C 4.8870 -1.7674 -4.2996
H 4.7873 -3.3607 1.5366
H 3.2020 -2.5981 1.4361
H 3.8449 -3.0115 3.0096
H 5.1161 -0.9707 1.1447
H 6.0480 -1.9044 3.8465
H 6.5503 -0.3766 3.1378
H 6.8713 -1.8757 2.3942
H 3.8130 -1.1880 4.6110
H 2.8748 0.9121 5.7271
H 1.9064 2.6914 4.3754
H 1.3629 2.3689 0.7554
H 2.8214 4.6814 1.9389
H 2.4607 4.4060 0.1451
H 3.6999 3.3908 1.0076
H 1.1448 4.3146 3.0727
H -0.1191 3.0222 2.8449
H 0.2143 4.3098 1.5905
H 4.4665 0.7784 -2.5157
H 5.1193 1.0843 0.0418
H 2.5339 -1.8531 -5.7867
H 0.5584 -0.7235 -6.6024
H -0.6973 0.8526 -5.0921
H -0.0002 0.9462 -1.4704
H -0.1564 3.4854 -3.1555
H 1.3753 2.8199 -2.3247
H -0.1777 3.2442 -1.3892
H -2.0656 2.0315 -3.5502
H -2.3789 1.1856 -2.0539
H -1.8023 0.3083 -3.4978
H 4.0216 -1.6365 -2.3632
H 3.4186 -3.9134 -4.1541
H 2.3777 -3.5940 -2.6760
H 4.1240 -3.7753 -2.4987
H 4.6452 -2.3352 -5.2032
H 5.7309 -2.3032 -3.8298
H 5.1911 -0.7283 -4.4945
*
```

Calculated values
Calculated total energy = -4516.80530 a.u.
F_max = 4.19 eV Å⁻¹
Frontier orbital gap = 4.770 eV
HOMO = -5.868 eV



No. 7
2 unconnected molecules or ions with the total composition C2H6OS2 at a distorted geometry, computed with ωB97M-V/def2-TZVPD.

Structure (ORCA input):
```
! wB97M-V def2-TZVPD RIJCOSX def2/J DEFGRID3
* xyz 0 1
C -1.9586 -0.6379 0.9020
O -2.2032 0.5237 0.5453
H -1.1886 -0.9598 1.6029
H -2.2601 -1.6170 0.3571
C 0.4756 0.8284 -1.2243
S 1.3670 -0.7689 -0.7655
S 2.5928 -0.0198 0.7142
H 0.4767 0.9077 -2.3902
H -0.4988 0.6213 -0.6934
H 1.1678 1.5989 -0.8938
H 2.0295 -0.4766 1.8458
*
```

Calculated values
Calculated total energy = -951.34844 a.u.
F_max = 3.59 eV Å⁻¹
Frontier orbital gap = 9.183 eV
SMILES = C=O.CSS
HOMO = -8.981 eV
Energy relative to the best compared isomer or geometry (same formula, charge and spin) = 27.4 kcal/mol



No. 8
3 unconnected molecules or ions with the total composition C5H13NO2 at a distorted geometry, computed with ωB97M-V/def2-TZVPD.

Structure (ORCA input):
```
! wB97M-V def2-TZVPD RIJCOSX def2/J DEFGRID3
* xyz 0 1
C -2.6459 1.4067 -1.6839
C -1.3378 1.5433 -2.0040
C -0.4318 0.4818 -1.5783
C -0.0010 -0.3556 -2.4998
N -0.2009 0.2597 -0.2614
C 1.1142 -0.3134 0.0134
H -2.9800 0.4782 -1.3317
H -3.4368 1.9973 -1.8482
H -0.9673 2.3597 -2.5811
H 0.5371 -1.2343 -2.3305
H 0.0968 -0.2335 -3.6472
H -0.5460 0.9175 0.3923
H 1.8201 0.2851 0.5632
H 0.8974 -1.1826 0.5735
H 1.5305 -0.6306 -0.9250
O -2.5750 -2.9547 3.5018
H -2.8978 -2.0875 3.5814
H -3.2638 -3.5798 3.3528
O 5.4520 1.0891 2.9668
H 4.5841 1.5505 2.9383
H 5.2520 0.2031 2.8074
*
```

Calculated values
Calculated total energy = -403.43513 a.u.
F_max = 4.29 eV Å⁻¹
Frontier orbital gap = 8.518 eV
SMILES = C=CC(=C)NC.O.O
HOMO = -7.935 eV
Energy relative to the best compared isomer or geometry (same formula, charge and spin) = 88.8 kcal/mol



No. 9
2 unconnected molecules or ions with the total composition CH7N2O3 at a distorted geometry, computed with ωB97M-V/def2-TZVPD.

Structure (ORCA input):
```
! wB97M-V def2-TZVPD RIJCOSX def2/J DEFGRID3
* xyz 1 1
C -1.5367 0.7341 -0.2010
N -0.3552 0.6323 0.3784
N 2.9553 -0.6286 0.0313
O -1.9005 1.8281 -0.7641
O -1.7784 -1.5234 0.3419
O -2.2884 -0.3694 -0.3109
H 0.1656 1.4775 0.6318
H 0.3074 -0.2036 0.3678
H 3.1027 -0.9364 -0.9057
H 3.1152 -1.1907 0.8499
H 3.5881 0.3072 0.1280
H -2.8906 2.0148 -1.0882
H -2.4845 -2.1420 0.5408
*
```

Calculated values
Calculated total energy = -377.16102 a.u.
F_max = 5.03 eV Å⁻¹
Frontier orbital gap = 9.806 eV
HOMO = -13.436 eV
Energy relative to the best compared isomer or geometry (same formula, charge and spin) = 23.4 kcal/mol



No. 10
2 unconnected molecules or ions with the total composition C2H9N2O, computed with ωB97M-V/def2-TZVPD.

Structure (ORCA input):
```
! wB97M-V def2-TZVPD RIJCOSX def2/J DEFGRID3
* xyz -1 1
C 2.0087 1.1008 1.0253
O 0.8194 0.5644 0.6649
H 2.3709 1.8843 0.3194
H 1.9874 1.6074 2.0214
H 2.8314 0.3507 1.0995
N -1.8739 0.3106 -0.0097
C -1.4969 -1.0005 -0.4819
N -0.3058 -0.9699 -1.3387
H -1.0508 0.7010 0.4645
H -2.0342 0.8981 -0.8245
H -1.3525 -1.6252 0.4052
H -2.3294 -1.4278 -1.0505
H 0.0107 -1.9179 -1.5137
H 0.4150 -0.4761 -0.7812
*
```

Calculated values
Calculated total energy = -266.33631 a.u.
F_max = 0.37 eV Å⁻¹
Frontier orbital gap = 7.486 eV
HOMO = -2.859 eV
Energy relative to the best compared isomer or geometry (same formula, charge and spin) = 5.2 kcal/mol



No. 11
A gas-phase ion, CH4IN2 (charge +1) at a distorted geometry, computed with ωB97M-V/def2-TZVPD.

Structure (ORCA input):
```
! wB97M-V def2-TZVPD RIJCOSX def2/J DEFGRID3
* xyz 1 1
N 1.3388 0.1395 0.0579
C 0.0472 0.4220 -0.0762
N -0.9140 -0.5558 -0.0003
I -2.8759 0.0213 0.0196
H 1.9728 0.8873 -0.2926
H 1.6088 -0.7595 0.3318
H -0.3702 1.4018 0.0765
H -0.8073 -1.5565 -0.1167
*
```

Calculated values
Calculated total energy = -447.42305 a.u.
F_max = 4.65 eV Å⁻¹
Frontier orbital gap = 9.123 eV
SMILES = N/C=[NH+]/I
HOMO = -14.162 eV
Energy relative to the best compared isomer or geometry (same formula, charge and spin) = 21.3 kcal/mol